C5H6O in the gas phase. Source: the OMol25 dataset; level of theory: ωB97M-V/def2-TZVPD.

Geometry (Å):
O 0.32 1.28 2.12
C 0.11 0.67 1.09
C 1.13 -0.18 0.31
C 0.22 -0.79 -0.75
C -0.87 0.25 -0.94
C -1.15 0.72 0.28
H 1.58 -0.91 0.98
H 1.94 0.43 -0.11
H 0.64 -1.30 -1.61
H -0.36 -1.55 -0.20
H -1.44 0.40 -1.86
H -2.12 0.97 0.68

- E_HOMO: -9.45 eV
- LUMO: 0.330 eV
- SMILES string: O=C1C=CCC1
- Gap between HOMO and LUMO: 9.785 eV
- 2S+1: 1
- Strongest force on any atom: 0.0209 Eh/bohr
- Molecular weight: 82.10 g/mol
- Energy relative to the best compared isomer or geometry (same formula, charge and spin): 0.962 eV

Atomic partial charges in e from the natural (NBO) method, atoms 1 to 6:
1. O -0.533
2. C 0.548
3. C -0.505
4. C -0.444
5. C -0.098
6. C -0.320